one | ORCA calculation (wB97M-V/def2-TZVPD) on 2 unconnected molecules or ions with the total composition C3H9NO2S.

Each line ends with the natural charge from an NBO analysis.
Positions of all 16 atoms, in Å:
C: -0.402 -0.411 -1.069  -0.55
C: 1.112 -0.666 -0.803  -0.49
S: 1.421 -2.334 -0.044  -0.10
C: -1.026 0.799 -0.399  0.70
N: -0.432 1.997 -0.656  -0.82
O: -1.980 0.672 0.348  -0.63
H: -0.613 -0.547 -2.129  0.24
H: -0.860 -1.282 -0.605  0.26
H: 1.555 -0.894 -1.764  0.23
H: 1.581 0.091 -0.185  0.23
H: 1.264 -2.401 1.293  0.15
H: 0.460 2.143 -1.095  0.40
H: -0.620 2.601 0.130  0.40
H: -0.792 0.499 1.707  0.48
H: -0.547 -0.315 3.026  0.48
O: -0.123 0.047 2.245  -0.98

LUMO level ... 0.718 eV
Orbital gap ... 9.769 eV
Molecular weight ... 123.18 g mol⁻¹

---

two | ORCA calculation (wB97M-V/def2-TZVPD) on 2 unconnected molecules or ions with the total composition C3H9NO2S.

Each line ends with the natural charge from an NBO analysis.
Positions of all 16 atoms, in Å:
C: -0.385 1.187 0.151  -0.52
C: -1.156 0.756 1.408  -0.52
S: -0.035 0.034 2.703  -0.05
C: 0.089 0.011 -0.696  0.68
N: 1.319 0.220 -1.269  -0.85
O: -0.549 -0.994 -0.923  -0.61
H: -0.856 1.954 -0.490  0.24
H: 0.545 1.757 0.326  0.21
H: -1.786 1.598 1.721  0.23
H: -1.818 -0.025 1.029  0.24
H: -0.214 0.991 3.603  0.12
H: 1.975 0.865 -0.856  0.38
H: 1.572 -0.079 -2.195  0.43
H: -0.298 -0.711 -3.483  0.48
H: 0.371 -2.024 -3.902  0.48
O: 0.554 -1.117 -3.629  -0.95

LUMO level ... 0.754 eV
Orbital gap ... 9.949 eV
Molecular weight ... 123.18 g mol⁻¹

---

two is preferred energetically. Next in line: 0.0093 hartree higher.

---

one | ORCA calculation (wB97M-V/def2-TZVPD) on a molecular structure, C3H6N2O2.

Each line ends with the natural charge from an NBO analysis.
Positions of all 13 atoms, in Å:
C: -1.220 -0.433 -0.913  -0.64
C: -0.494 0.189 0.266  0.43
O: -1.090 -0.234 1.449  -0.71
O: -0.283 1.554 0.172  -0.37
H: -0.741 0.302 2.174  0.49
H: -1.205 -1.517 -0.808  0.23
H: -2.255 -0.097 -0.908  0.23
H: -0.737 -0.142 -1.842  0.23
N: 1.362 1.262 0.649  -0.33
N: 1.878 -0.829 -0.301  -0.68
C: 1.090 0.005 0.214  0.38
H: 1.505 -1.769 -0.400  0.36
H: 2.188 1.710 0.247  0.38

LUMO level ... -0.563 eV
Orbital gap ... 9.245 eV
Molecular weight ... 102.09 g mol⁻¹

---

two | ORCA calculation (wB97M-V/def2-TZVPD) on a molecular structure, C3H6N2O2.

Each line ends with the natural charge from an NBO analysis.
Positions of all 13 atoms, in Å:
C: 0.536 -1.552 0.162  -0.46
C: -0.165 0.801 -0.044  0.26
C: -1.646 0.392 -0.225  0.44
H: -0.557 -1.870 0.498  0.25
H: 1.278 -1.784 1.055  0.20
H: 1.037 -2.289 -0.355  0.23
H: 1.956 0.903 0.543  0.50
H: -0.656 2.493 -0.150  0.36
H: -2.470 1.431 -0.448  0.05
N: 0.660 -0.107 -0.234  -0.13
N: 0.280 1.991 0.214  -0.72
O: 1.998 0.165 -0.678  -0.51
O: -2.251 -0.573 -0.339  -0.47

LUMO level ... -0.055 eV
Orbital gap ... 8.922 eV
Molecular weight ... 102.09 g mol⁻¹

---

three | ORCA calculation (wB97M-V/def2-TZVPD) on 2 unconnected molecules or ions with the total composition C3H6N2O2.

Each line ends with the natural charge from an NBO analysis.
Positions of all 13 atoms, in Å:
C: -1.641 -0.756 -0.193  -0.71
C: -0.378 -0.099 0.348  0.66
N: -0.495 1.323 0.301  -0.84
O: 0.304 -0.680 1.182  -0.58
H: 0.257 1.905 0.639  0.41
H: -1.319 1.795 -0.041  0.40
H: -2.490 -0.454 0.421  0.24
H: -1.827 -0.464 -1.225  0.22
H: -1.555 -1.836 -0.117  0.24
N: 2.810 -0.677 -0.286  -0.70
C: 1.960 0.177 -0.453  0.80
O: 1.794 1.354 -0.647  -0.54
H: 2.579 -1.588 0.069  0.40

LUMO level ... 0.090 eV
Orbital gap ... 10.060 eV
Molecular weight ... 102.09 g mol⁻¹

---

four | ORCA calculation (wB97M-V/def2-TZVPD) on C3H6N2O2 in the gas phase.

Each line ends with the natural charge from an NBO analysis.
Positions of all 13 atoms, in Å:
N: -1.250 -0.437 -1.242  -0.83
C: -0.658 0.079 -0.053  0.47
O: -1.616 0.331 0.934  -0.49
C: -0.555 -0.632 1.212  -0.09
O: 1.827 -0.892 0.450  -0.60
C: 1.745 0.239 0.018  0.52
N: 0.563 0.893 -0.247  -0.66
H: -2.140 0.012 -1.444  0.38
H: -0.617 -0.325 -2.020  0.37
H: -0.753 -1.698 1.318  0.21
H: 0.143 -0.207 1.926  0.19
H: 2.659 0.825 -0.182  0.12
H: 0.652 1.812 -0.672  0.41

LUMO level ... 0.721 eV
Orbital gap ... 10.245 eV
Molecular weight ... 102.09 g mol⁻¹

---

three is preferred energetically. Next in line: 0.0153 hartree higher.